Entry from the Open Molecules 2025 dataset: a cluster of 6 separate species, C23H38N2O12 in total at a distorted geometry (wB97M-V/def2-TZVPD).

Geometry as XYZ:
```
75
C23H38N2O12 | the Open Molecules 2025 dataset | wB97M-V/def2-TZVPD
C -1.84800 -26.50100 -2.49700
C -2.76800 -27.64800 -2.16300
C -2.68500 -28.21500 -0.69800
O -4.05300 -28.34800 -0.36000
C -4.85400 -27.80100 -1.29400
O -6.06600 -27.77400 -1.20600
O -4.04100 -27.22200 -2.25700
H -1.87300 -26.09200 -3.52000
H -0.79900 -26.70000 -2.25800
H -2.12700 -25.65000 -1.83100
H -2.49400 -28.37500 -2.88200
H -2.23700 -27.50000 -0.02700
H -2.10000 -29.11300 -0.57800
C -2.09700 -23.48000 -6.52900
C -1.44100 -22.90200 -5.34700
C -2.05400 -23.01600 -4.01700
O -1.01900 -23.34200 -3.16900
C 0.00200 -23.68600 -3.94100
O 1.03000 -24.24500 -3.46100
O -0.23300 -23.52600 -5.22200
H -3.05900 -22.95600 -6.72100
H -2.32500 -24.45400 -6.28200
H -1.51000 -23.37800 -7.48400
H -1.15200 -21.92500 -5.42100
H -2.82500 -23.74000 -3.99700
H -2.52900 -22.13600 -3.64200
C 0.02700 -24.50200 -9.51100
C -1.40500 -24.71900 -9.95500
C -1.51800 -25.24500 -11.36400
O -2.36200 -26.36900 -11.10800
C -2.67900 -26.55600 -9.86200
O -3.23000 -27.50500 -9.32300
O -2.13300 -25.58600 -9.11900
H 0.48400 -23.58600 -9.93200
H 0.66400 -25.19000 -9.94300
H 0.21000 -24.42300 -8.38900
H -1.99700 -23.83400 -9.93000
H -0.53900 -25.57100 -11.78900
H -2.00300 -24.52800 -12.04400
C 3.98400 -26.09100 -10.02400
O 4.12600 -26.07900 -8.58900
C 3.68700 -25.07700 -7.82500
O 2.84600 -24.10400 -8.41500
O 4.08200 -25.10700 -6.56500
C 3.73300 -24.05800 -5.67000
H 4.28900 -25.12900 -10.22900
H 2.97400 -26.23700 -10.41300
H 4.70100 -26.79700 -10.42700
H 4.19900 -23.10900 -5.98300
H 4.07500 -24.23300 -4.67000
H 2.62000 -23.90700 -5.61000
C 0.57100 -27.57500 -7.87600
C 1.00600 -26.80500 -6.61800
C 0.03500 -26.72300 -5.47900
C -0.10100 -27.96500 -4.80500
N -0.28200 -28.94700 -4.23600
H 0.64800 -28.63200 -7.55900
H 1.23400 -27.56400 -8.74400
H -0.43100 -27.35100 -8.14500
H 1.15100 -25.74600 -6.95000
H 1.98000 -27.07200 -6.13300
H -0.98100 -26.49600 -5.85000
H 0.21400 -26.03700 -4.69200
C 3.41600 -26.68600 -3.00500
C 2.32900 -27.25300 -2.10600
C 2.70300 -27.64900 -0.68300
C 1.49100 -27.99800 0.10000
N 0.56100 -28.30900 0.71800
H 4.20600 -27.38200 -3.09500
H 3.81900 -25.76400 -2.59300
H 3.10800 -26.59200 -4.00200
H 2.09800 -28.16600 -2.61200
H 1.42100 -26.62800 -2.14400
H 3.08300 -26.74400 -0.27600
H 3.46500 -28.38500 -0.65900
```

Calculated values
LUMO ... 0.22 eV
SMILES ... C[C@H]1COC(=O)O1.C[C@H]1COC(=O)O1.C[C@H]1COC(=O)O1.COC(=O)OC.CCCC#N.CCCC#N
F_max ... 8.16 eV/Å
ΔE to the lowest compared entry with this formula, charge and spin ... 0.000 eV
Energy ... -1911.48597 Ha

Mulliken atomic charge list, values in e, 8 entries: -0.431 0.499 -0.420 -0.354 0.583 -0.565 -0.370 -0.321



Entry from the Open Molecules 2025 dataset: a cluster of 12 separate species, C63H99N5O31 in total at a distorted geometry (wB97M-V/def2-TZVPD).

Geometry as XYZ:
```
198
C63H99N5O31 | the Open Molecules 2025 dataset | wB97M-V/def2-TZVPD
O 18.01943 -14.58807 19.29280
N 18.17985 -14.43583 20.47743
O 19.26301 -14.20060 21.09871
C 16.95908 -14.42270 21.26777
C 15.79598 -13.86628 20.72804
C 14.59768 -13.79761 21.47792
C 14.62363 -14.28612 22.75845
C 15.72304 -14.98935 23.20584
C 16.87563 -15.04292 22.49911
H 15.80896 -13.46586 19.69894
H 13.75931 -13.30597 20.97359
H 13.74269 -14.32339 23.33896
H 15.68465 -15.46119 24.20631
H 17.72058 -15.53191 22.94073
O 22.88799 -4.74624 29.49295
N 22.32053 -4.99555 28.46389
O 22.66275 -5.88121 27.70109
C 21.24386 -4.12289 27.96395
C 21.32042 -2.73160 28.22013
C 20.30906 -1.91586 27.73150
C 19.20414 -2.50090 27.11679
C 19.13231 -3.86986 26.96916
C 20.17671 -4.71086 27.35954
H 22.18206 -2.38919 28.71848
H 20.35255 -0.85343 27.76437
H 18.44547 -1.82553 26.64834
H 18.35748 -4.24940 26.38501
H 20.08269 -5.72283 27.10726
O 18.54084 -14.39654 26.75428
N 18.56064 -13.48630 27.53642
O 19.53267 -13.03436 28.17702
C 17.32037 -12.67370 27.51679
C 17.29478 -11.40097 28.15244
C 16.17308 -10.58668 28.01110
C 15.12669 -11.08182 27.24454
C 15.16806 -12.31819 26.62162
C 16.24673 -13.13881 26.80143
H 18.16761 -10.98522 28.71680
H 16.17147 -9.59885 28.43455
H 14.29006 -10.44362 27.16149
H 14.38602 -12.70654 26.03300
H 16.24067 -14.14531 26.39381
O 17.65299 -3.64748 23.80335
N 17.96182 -2.46936 23.70064
O 17.22955 -1.49399 23.93634
C 19.26868 -2.19338 23.17303
C 20.03094 -3.20448 22.61168
C 21.33256 -2.84766 22.25592
C 21.83543 -1.59528 22.50884
C 21.07805 -0.63936 23.10297
C 19.76124 -0.96724 23.45314
H 19.70376 -4.27566 22.42978
H 21.98810 -3.66705 21.87592
H 22.93995 -1.49867 22.33844
H 21.34482 0.39051 23.34118
H 19.14603 -0.18251 23.99691
O 26.81482 -7.47789 19.44812
N 26.93182 -8.30091 20.30784
O 28.04894 -8.71054 20.56137
C 25.77763 -8.82551 20.99100
C 25.89505 -9.12318 22.32611
C 24.80752 -9.60607 23.00821
C 23.63882 -9.98357 22.32048
C 23.57522 -9.77370 20.96211
C 24.63725 -9.12013 20.25366
H 26.84087 -9.01604 22.90090
H 24.91301 -9.81820 24.08601
H 22.85769 -10.52906 22.85317
H 22.74523 -10.08274 20.39828
H 24.48344 -8.88138 19.19620
C 14.43519 -9.37905 20.93677
O 14.23538 -10.73475 20.49942
C 13.76051 -10.90353 19.23640
O 13.52490 -10.02070 18.44553
O 13.68626 -12.21734 18.98356
C 13.51595 -12.57750 17.56273
H 14.17303 -9.40358 21.95239
H 13.83589 -8.67706 20.31351
H 15.48036 -9.25061 20.83103
H 14.03427 -13.50904 17.41375
H 14.02038 -11.80966 16.99829
H 12.50502 -12.62528 17.27470
C 24.89883 -5.03611 25.86185
O 24.52101 -3.80379 26.43223
C 23.95040 -2.92032 25.64785
O 23.53066 -3.09107 24.50234
O 23.91302 -1.77676 26.28242
C 23.29577 -0.70915 25.59722
H 24.68901 -5.83923 26.62121
H 25.97226 -4.95161 25.52523
H 24.25946 -5.41981 25.07537
H 22.52181 -1.05391 24.89859
H 24.07598 -0.00814 25.20563
H 22.80278 -0.29046 26.48118
C 20.20880 -12.52100 17.64409
O 20.84900 -11.87375 18.78082
C 19.95074 -11.30199 19.54225
O 18.73761 -11.23947 19.31296
O 20.55343 -10.66501 20.46337
C 19.78656 -9.77911 21.23096
H 19.38914 -11.96210 17.18840
H 19.82140 -13.43153 17.97143
H 21.07104 -12.66131 16.96359
H 18.71241 -9.97666 21.19900
H 19.97869 -8.76623 20.93173
H 20.06429 -9.88278 22.28054
C 15.45893 -6.92704 26.95108
O 14.72230 -8.07532 26.95265
C 13.34514 -8.02079 27.20987
C 12.46216 -7.83204 25.94234
O 12.56198 -6.49863 25.45927
C 12.21152 -6.25723 24.12045
C 12.97351 -7.01040 23.03301
O 14.36903 -6.84323 23.00640
C 14.91454 -5.58691 23.06290
H 15.63521 -6.57359 25.95997
H 16.40018 -7.10164 27.43771
H 14.89660 -6.19238 27.55910
H 13.02117 -7.18810 27.88011
H 13.05983 -8.96713 27.67289
H 11.39332 -8.01159 26.14120
H 12.83755 -8.41822 25.07570
H 12.26654 -5.18903 23.92130
H 11.15566 -6.40356 23.93228
H 12.50491 -6.62924 22.06646
H 12.79915 -8.10669 23.06964
H 14.58985 -4.98552 22.25367
H 15.97156 -5.64055 22.97146
H 14.65951 -4.98300 23.92862
C 16.90574 -10.98046 24.20261
O 17.62306 -10.05663 24.89933
C 17.26791 -8.71646 24.52511
C 18.21805 -7.71273 25.00972
O 19.39820 -7.74034 24.19674
C 20.40718 -6.80179 24.55042
C 21.40145 -6.91936 23.46549
O 22.42111 -5.96359 23.67669
C 23.32906 -5.94041 22.62460
H 15.77499 -10.96651 24.28361
H 17.23953 -11.93201 24.54628
H 17.06895 -10.92097 23.10226
H 16.20208 -8.56906 24.82324
H 17.22669 -8.71291 23.40878
H 18.59151 -8.01157 26.05131
H 17.88820 -6.65596 24.88247
H 20.83656 -7.00388 25.56368
H 20.07932 -5.71542 24.59508
H 20.87971 -6.67456 22.58191
H 21.85786 -7.87954 23.37455
H 24.26255 -5.47767 23.00203
H 22.97933 -5.34663 21.73511
H 23.59460 -6.97880 22.32693
C 25.31532 -9.17514 12.18986
O 25.48145 -8.69435 13.50997
C 25.30120 -9.73047 14.51717
C 25.41891 -9.22053 15.89994
O 24.39842 -8.36841 16.21206
C 24.68077 -6.96158 16.14598
C 23.44508 -6.23758 16.51569
O 22.95521 -6.68095 17.78947
C 21.82318 -7.49328 17.78886
H 25.67950 -8.35459 11.50605
H 24.26139 -9.28962 11.97843
H 25.81319 -10.12850 11.94634
H 25.97907 -10.51131 14.35573
H 24.20476 -10.11039 14.51745
H 26.34523 -8.62817 16.10266
H 25.34401 -10.01139 16.64472
H 24.87850 -6.66536 15.08326
H 25.54878 -6.76683 16.81288
H 22.73031 -6.46682 15.73264
H 23.71605 -5.18716 16.43086
H 21.12992 -7.08225 18.44838
H 22.20612 -8.41151 18.23090
H 21.36444 -7.70132 16.83298
C 26.21905 -9.90918 27.14579
O 24.96417 -9.80752 26.45635
C 24.13096 -8.83914 27.06723
C 22.78469 -8.85675 26.31741
O 22.08844 -9.89922 26.92675
C 20.87127 -10.13408 26.37312
C 20.86266 -11.53794 25.76378
O 21.41204 -11.50170 24.47083
C 20.90255 -12.61322 23.80122
H 26.91320 -10.38628 26.46199
H 26.08029 -10.50544 28.03859
H 26.54851 -8.88069 27.37636
H 24.61428 -7.87288 27.06193
H 23.85583 -9.06703 28.10265
H 23.01459 -9.08272 25.26022
H 22.29523 -7.90886 26.43421
H 20.68895 -9.37946 25.59356
H 20.04752 -10.08323 27.10547
H 19.85066 -11.78479 25.62783
H 21.46610 -12.18589 26.45618
H 21.23040 -13.56951 24.30470
H 21.18581 -12.58493 22.72642
H 19.81023 -12.66292 23.75186
```

Calculated values
LUMO ... -0.81 eV
SMILES ... O=[N+]([O-])c1ccccc1.O=[N+]([O-])c1ccccc1.O=[N+]([O-])c1ccccc1.O=[N+]([O-])c1ccccc1.O=[N+]([O-])c1ccccc1.COC(=O)OC.COC(=O)OC.COC(=O)OC.COCCOCCOC.COCCOCCOC.COCCOCCOC.COCCOCCOC
F_max ... 3.74 eV/Å
ΔE to the lowest compared entry with this formula, charge and spin ... 0.917 eV
Energy ... -5065.36317 Ha

Mulliken atomic charge list, values in e, 8 entries: -0.582 1.068 -0.573 0.012 -0.188 -0.651 -0.601 -0.497